The following is a DFT calculation (ωB97M-V with the def2-TZVPD basis set) of 13 unconnected molecules or ions with the total composition C36H104N6O13.

2S+1   2
HOMO (alpha / beta)   0.134 / -6.699 eV
Orbital gap (alpha / beta)   1.9 / 8.6 eV
Charge   -1
E_tot   -2740.3765 Ha

Element x y z (Å)
C -0.58577 2.93626 4.23910
C -1.51799 3.78625 3.44013
O -1.19476 3.65265 2.07322
H -0.55805 2.98220 5.32778
H 0.42917 3.15954 3.91023
H -0.66439 1.88846 3.94922
H -1.44110 4.83209 3.73750
H -2.55817 3.47291 3.52923
H -1.58840 4.35690 1.55296
C -4.11200 0.63811 -1.55631
C -4.77918 0.21955 -2.82215
O -3.84266 -0.12422 -3.77930
H -3.77196 1.67053 -1.63750
H -3.25988 -0.01573 -1.37061
H -4.84126 0.57091 -0.74899
H -5.25775 1.12663 -3.19130
H -5.63386 -0.44954 -2.72248
H -4.32491 -0.50833 -4.51516
C 3.81016 -0.31631 -0.46089
C 4.93371 -1.31634 -0.70869
O 5.21634 -1.38824 -2.07963
H 3.49636 -0.37299 0.58142
H 2.90968 -0.59231 -1.00957
H 4.11563 0.71179 -0.65534
H 4.52906 -2.31737 -0.55933
H 5.78336 -1.14616 -0.04746
H 5.43518 -0.53237 -2.45539
C -1.17415 2.98260 -6.72870
C -0.39132 3.12685 -8.05515
O 0.42802 4.24016 -7.88327
H -0.51060 2.90123 -5.86778
H -1.78245 2.08152 -6.80707
H -1.90898 3.78264 -6.63897
H -1.12402 3.26945 -8.84946
H 0.34662 2.34034 -8.21309
H 0.96575 4.08200 -7.10389
C 4.44044 3.92424 -0.81982
C 3.45067 4.61765 0.21004
O 2.99966 3.63178 1.11281
H 3.96524 3.12014 -1.38170
H 5.29391 3.56161 -0.24694
H 4.81434 4.67583 -1.51510
H 2.57165 4.96080 -0.33554
H 3.86266 5.49077 0.71603
H 2.42650 4.12337 1.70562
C 2.22845 5.21072 -4.04764
C 2.55550 4.98705 -5.48742
O 2.08486 3.69850 -5.89422
H 2.86019 5.97314 -3.59188
H 2.20488 4.25408 -3.52572
H 1.27285 5.72273 -3.93464
H 3.60724 5.07152 -5.76093
H 2.05803 5.80928 -6.00177
H 2.88602 3.16970 -5.90496
O 0.75242 -1.20807 -2.55812
H -0.03215 -1.61177 -2.92921
H 0.43896 -0.39619 -2.15959
C -4.56975 -1.40320 1.76378
C -5.24030 -2.27498 2.83713
C -4.21369 -2.76953 3.87305
O -3.35863 -3.75810 3.32400
C -2.06812 -3.82060 3.94173
N -6.30748 -1.53704 3.51330
H -5.25611 -1.21000 0.93935
H -3.70111 -1.90745 1.34036
H -4.26086 -0.43262 2.15192
H -5.62078 -3.19299 2.38924
H -4.72003 -3.30937 4.67324
H -3.68781 -1.97312 4.39962
H -1.54704 -2.88349 3.74574
H -1.59822 -4.65682 3.42402
H -2.14695 -3.99381 5.01498
H -5.86723 -0.71787 3.90730
H -7.03104 -1.19902 2.89499
C 2.92819 -5.81671 -0.68320
C 1.67254 -6.65790 -0.81080
C 0.35418 -5.82043 -1.07645
O 0.25932 -4.98554 0.05103
C -0.48672 -3.81784 -0.20687
N 1.78711 -7.60836 -1.86974
H 3.16263 -5.22095 -1.56535
H 3.77504 -6.46773 -0.46616
H 2.92489 -5.02165 0.06244
H 1.48651 -7.15077 0.14344
H -0.53970 -6.44299 -1.11528
H 0.38439 -5.23778 -1.99716
H -1.43095 -4.15475 -0.63468
H 0.02929 -3.16719 -0.91291
H -0.62916 -3.22611 0.69738
H 2.43498 -8.28317 -1.48896
H 0.93476 -8.14998 -1.88564
C 3.08850 0.08627 6.21940
C 2.18343 -0.07497 4.95044
C 0.69361 -0.47316 5.34182
O 0.39409 -1.50892 6.21630
C 0.89937 -2.74663 5.66292
N 2.24191 1.11563 4.15603
H 4.13802 0.24398 5.97094
H 3.07992 -0.87117 6.74031
H 2.80947 0.90527 6.88233
H 2.53710 -0.90547 4.33947
H 0.15455 -0.70505 4.42326
H 0.18301 0.35322 5.83626
H 0.34314 -2.97418 4.75356
H 0.80197 -3.46364 6.47809
H 1.95964 -2.71612 5.41190
H 3.12618 1.27989 3.69648
H 1.51638 1.09014 3.45385
C -0.99540 -0.32675 0.69049
C 0.03550 0.78172 0.30715
C -0.41827 1.88855 -0.65488
O -0.60412 1.29141 -1.96263
C -0.70600 2.33827 -2.89262
N 0.48667 1.30794 1.63256
H -1.29126 -0.80690 -0.24227
H -1.91558 0.03188 1.15173
H -0.44998 -1.01511 1.33607
H 0.84782 0.19208 -0.11775
H 0.37806 2.63140 -0.70101
H -1.36154 2.30636 -0.30307
H -1.66105 2.80867 -2.65874
H -0.79796 1.99986 -3.92467
H 0.05499 3.10439 -2.74410
H 1.33259 1.85190 1.53959
H -0.18388 1.99468 1.94697
C 2.98063 -5.81209 5.27104
C 3.98231 -5.59785 4.14028
C 3.80627 -4.23225 3.36628
O 2.42061 -4.20744 2.91476
C 2.25535 -3.08681 2.09688
N 5.33369 -5.76864 4.68790
H 1.93324 -5.79432 4.96978
H 3.06542 -4.98084 5.97100
H 3.13794 -6.77363 5.75970
H 3.82145 -6.36042 3.37824
H 4.51650 -4.13482 2.54519
H 3.98000 -3.41707 4.06870
H 2.93094 -3.09160 1.24151
H 2.33455 -2.16084 2.66645
H 1.22712 -3.10262 1.73550
H 5.99276 -5.52341 3.96292
H 5.45631 -6.74280 4.92469
C -6.38471 3.76041 -4.77173
C -4.90544 4.01674 -4.95543
C -4.20453 4.60421 -3.76350
O -2.79477 4.77816 -3.96137
C -2.13658 5.53813 -2.98929
N -4.29527 2.80526 -5.40160
H -6.89385 3.35081 -5.64414
H -6.87585 4.61167 -4.30031
H -6.60719 2.92492 -4.10798
H -4.71769 4.72187 -5.76515
H -4.45438 4.13167 -2.81356
H -4.45934 5.65305 -3.61155
H -2.50156 6.55466 -3.13612
H -1.04694 5.52243 -3.01276
H -2.46398 5.23613 -1.99445
H -4.12617 2.22654 -4.59130
H -3.37720 3.08683 -5.71462

Forces on the atoms, in the same order (eV/Å):
1.204 -0.810 -0.445
-0.925 0.479 0.175
0.827 -0.671 0.013
-0.553 0.353 -0.044
0.166 0.284 0.168
-0.397 -0.141 0.202
-0.033 0.144 0.092
-0.197 0.045 0.499
-0.345 0.608 -0.371
0.083 -0.371 0.437
-1.340 1.882 -0.152
0.852 -1.118 -0.771
0.183 -0.072 0.114
0.007 0.061 0.284
0.217 0.088 0.210
-0.552 0.348 -0.073
0.383 -0.789 0.249
0.199 0.037 -0.269
-0.067 -0.362 0.741
-1.619 -0.049 -0.257
0.940 -0.101 -0.897
0.135 0.181 0.289
0.212 0.119 -0.433
-0.065 0.025 -0.132
0.151 -0.086 0.675
0.302 0.048 -0.172
-0.022 0.191 0.208
-0.393 -1.123 -1.191
0.062 0.182 2.145
-0.041 2.015 -1.302
-0.122 0.210 -0.085
0.001 -0.357 0.297
0.509 0.391 0.136
0.474 -0.017 -0.336
-0.821 -0.974 -0.369
0.236 -0.246 0.077
-0.540 1.264 1.436
0.213 -1.044 -2.004
0.341 -0.045 0.441
-0.096 0.043 0.215
0.019 -0.273 -0.124
-0.054 0.024 -0.106
-0.015 0.311 -0.296
0.450 -0.112 0.021
-0.429 -0.227 0.424
-0.129 0.647 0.774
-0.090 0.735 -0.131
0.438 0.231 0.035
0.616 -0.434 0.202
0.207 0.288 0.367
-0.447 -0.565 -0.164
0.159 -0.014 0.330
-0.176 -0.428 -0.771
-0.276 -0.463 -0.162
0.518 -0.624 -0.035
-0.215 -0.011 -0.120
-0.378 0.713 0.010
0.006 -0.573 -0.191
0.777 0.424 -0.199
-0.671 -0.878 0.682
0.491 0.543 -0.362
-1.040 -0.026 -0.929
0.222 -0.440 0.617
-0.119 -0.007 -0.022
0.121 0.015 -0.004
0.059 -0.014 0.210
-0.278 0.075 -0.125
-0.660 0.269 0.228
0.399 0.417 -0.430
0.251 0.024 0.099
0.380 0.113 0.310
0.076 -0.068 0.135
-0.150 0.284 0.199
0.107 -0.134 -0.298
0.322 0.685 -0.181
-1.997 1.865 0.181
1.563 -0.092 1.090
0.149 0.515 0.465
-0.073 -0.221 -0.281
0.540 -1.126 -0.322
-0.100 -0.486 -0.565
0.133 -0.022 -0.055
-0.528 -0.490 0.546
-0.003 0.041 0.361
-0.067 -0.476 -0.127
0.363 0.044 -0.211
-0.466 0.508 0.044
0.090 0.056 -0.253
-0.164 -0.409 0.098
0.586 -0.402 -0.521
-0.421 -0.020 -0.274
-0.258 -0.877 -0.793
0.305 -0.726 1.683
-0.229 1.886 -0.513
1.836 -1.709 -0.032
-0.302 0.565 1.037
-0.984 0.863 0.206
0.024 0.132 -0.393
-0.138 0.068 0.417
-0.401 -0.100 -0.130
0.395 -0.488 0.275
-0.004 0.334 -0.614
0.253 0.577 -0.401
-0.030 -0.372 0.068
-0.312 -0.323 -0.390
0.077 0.273 -0.010
0.102 -0.282 0.100
-0.052 0.019 -0.376
0.316 0.786 -1.290
-0.505 -0.527 1.872
0.104 -1.868 0.041
0.966 -0.014 0.746
-1.448 0.409 0.078
0.149 -0.235 -0.859
-0.095 -0.419 0.020
0.196 0.230 0.252
-0.296 -0.063 0.039
0.334 0.402 -0.209
-0.105 0.302 0.007
-0.016 0.387 -0.036
-0.174 0.533 -0.291
0.422 -0.332 0.210
0.347 -0.110 -0.255
0.361 0.144 -0.404
-0.352 0.110 -0.121
-0.368 0.630 -0.213
-0.352 0.195 -0.784
-1.280 -1.557 1.534
2.026 -0.182 0.344
-1.176 0.342 -0.182
-0.243 0.795 -0.107
0.093 -0.053 -0.476
0.269 -0.184 0.351
0.239 0.098 0.155
-0.326 -0.161 -0.227
-0.054 -0.149 -0.280
0.012 0.320 0.075
0.138 0.109 -0.067
0.403 0.234 0.039
0.106 -0.138 -0.160
0.343 -0.175 0.001
0.184 -0.055 0.003
-0.539 -0.126 0.877
-0.038 0.213 -0.597
0.772 2.253 1.083
0.396 -2.307 -1.355
-1.358 0.701 0.581
0.722 -0.731 -0.367
0.224 0.867 -0.544
-0.318 0.142 -0.425
0.643 -0.092 0.650
-0.422 0.281 -0.167
0.258 -0.628 0.160
-1.213 0.232 0.022
0.325 0.556 0.292
-0.135 -0.379 -0.522
0.189 -0.093 0.343
0.113 -0.486 0.113
0.218 -0.455 -0.053